[1]
Formula: C9H9N2O5STm
Source: the Open Molecules 2025 dataset
Level of theory: the ωB97M-V functional and the def2-TZVPD basis

Each line ends with the Mulliken spin population.
Cartesian coordinates (Å):
O 0.00 2.24 -5.29  0.00
C -0.02 2.23 -4.15  0.00
Tm 0.00 0.00 0.00  2.08
C -0.04 0.34 1.82  0.01
O -0.07 0.56 2.95  0.03
C 0.02 -1.84 0.13  0.00
O 0.04 -2.99 0.15  -0.02
C 1.84 -0.01 -0.18  0.05
O 2.98 -0.03 -0.35  -0.03
C -1.83 -0.07 -0.25  -0.02
O -2.96 -0.12 -0.47  0.07
H 0.04 -0.29 -1.55  -0.14
S 1.68 -1.36 1.83  -0.04
C 1.44 -1.37 3.46  0.00
N 2.20 -0.48 4.28  0.00
C 1.76 -0.19 5.63  0.00
C 1.24 -1.47 6.27  0.00
C 0.08 -2.05 5.46  0.00
N 0.39 -2.14 4.04  0.00
H 2.83 0.19 3.81  0.00
H 0.97 0.59 5.60  0.00
H 2.62 0.20 6.22  0.00
H 0.92 -1.28 7.32  0.00
H 2.08 -2.20 6.28  0.00
H -0.83 -1.42 5.57  0.00
H -0.14 -3.06 5.86  0.00
H -0.27 -2.64 3.42  0.00

Values from the calculation:
Multiplicity ... 3
Relative energy (zero: lowest compared OMol25 entry of this formula, charge and spin) ... 355.0 kcal per mole
DFT total energy ... -2316.215052 Eh
LUMO (alpha / beta) ... -10.95 / -10.85 eV
F_max ... 18.14 eV/Å
Charge ... +2

[2]
Formula: C9H9N3
Source: the Open Molecules 2025 dataset
Level of theory: the ωB97M-V functional and the def2-TZVPD basis

Each line ends with the natural charge from an NBO analysis.
Cartesian coordinates (Å):
C 3.17 0.34 0.13  -0.21
C 2.78 -0.91 -0.20  -0.25
C 1.50 -1.33 -0.23  -0.24
C 0.51 -0.36 -0.36  0.06
C 0.86 0.98 -0.28  0.11
C 2.24 1.45 0.11  -0.20
N -0.31 1.93 -0.07  -0.44
C -1.30 1.01 -0.09  0.29
N -0.80 -0.22 -0.21  -0.33
C -1.80 -1.28 0.29  -0.05
N -3.03 -0.51 0.03  -0.64
C -2.58 0.97 -0.05  -0.27
H 4.31 0.58 0.67  0.21
H 3.56 -1.55 -0.04  0.21
H 1.53 -2.44 0.04  0.24
H 2.56 2.56 0.10  0.24
H -1.59 -2.19 -0.32  0.22
H -1.65 -1.28 1.42  0.19
H -3.68 -0.83 -0.72  0.39
H -3.31 1.43 -0.90  0.23
H -2.95 1.66 0.66  0.24

Values from the calculation:
Relative energy (zero: lowest compared OMol25 entry of this formula, charge and spin) ... 128.9 kcal per mole
DFT total energy ... -512.449388 Eh
LUMO ... 0.57 eV
F_max ... 12.99 eV/Å

[3]
Formula: C9H9N3
Source: the Open Molecules 2025 dataset
Level of theory: the ωB97M-V functional and the def2-TZVPD basis

Each line ends with the natural charge from an NBO analysis.
Cartesian coordinates (Å):
N 0.34 0.21 -2.87  -0.84
C -0.29 0.43 -1.62  0.19
C -1.56 1.04 -1.44  -0.26
C -1.88 1.40 -0.10  -0.19
C -1.38 0.78 0.95  -0.24
C -0.19 0.09 0.85  -0.15
C 0.55 -0.48 1.94  0.46
N -0.20 -0.83 3.12  -0.86
N 1.83 -0.80 1.69  -0.51
C 2.44 -0.90 0.51  0.06
C 1.77 -0.68 -0.69  -0.31
C 0.47 -0.03 -0.43  -0.02
H -0.17 0.48 -3.78  0.38
H 0.60 -0.80 -3.14  0.38
H -2.15 1.31 -2.31  0.21
H -2.80 2.02 -0.05  0.21
H -2.05 0.96 1.85  0.23
H -1.24 -1.10 2.78  0.40
H 0.20 -1.48 4.01  0.43
H 3.53 -1.16 0.40  0.19
H 2.16 -0.46 -1.66  0.23

Values from the calculation:
Relative energy (zero: lowest compared OMol25 entry of this formula, charge and spin) ... 65.8 kcal per mole
DFT total energy ... -512.549928 Eh
LUMO ... 0.53 eV
F_max ... 5.14 eV/Å

[4]
Formula: C9H9N3O
Source: the Open Molecules 2025 dataset
Level of theory: the ωB97M-V functional and the def2-TZVPD basis

Each line ends with the natural charge from an NBO analysis.
Cartesian coordinates (Å):
O -1.43 -1.21 3.33  -0.50
C -1.30 -0.93 2.18  0.57
C -1.65 -1.86 1.01  -0.34
N -1.37 -1.00 -0.17  -0.26
N -2.08 -0.60 -1.17  0.06
N -1.81 0.50 -1.62  -0.22
C -0.70 1.13 -0.88  -0.16
C 0.45 1.52 -1.83  -0.16
C 1.53 0.76 -1.86  -0.23
C 1.81 -0.36 -0.92  -0.21
C 0.96 -0.58 0.08  -0.17
C -0.33 0.06 0.19  0.03
C -0.81 0.37 1.66  -0.52
H -1.01 -2.86 0.98  0.24
H -2.81 -2.19 1.12  0.27
H -1.10 2.12 -0.45  0.22
H 0.29 2.34 -2.55  0.22
H 2.31 0.86 -2.65  0.22
H 2.77 -0.83 -1.01  0.22
H 1.01 -1.39 0.89  0.20
H -1.72 1.15 1.50  0.25
H -0.09 0.95 2.21  0.25

Values from the calculation:
Relative energy (zero: lowest compared OMol25 entry of this formula, charge and spin) ... 85.1 kcal per mole
DFT total energy ... -587.726806 Eh
LUMO ... 0.35 eV
F_max ... 3.83 eV/Å

[5]
Formula: C9H9N3O
Source: the Open Molecules 2025 dataset
Level of theory: the ωB97M-V functional and the def2-TZVPD basis

Each line ends with the natural charge from an NBO analysis.
Cartesian coordinates (Å):
C 0.38 -2.40 2.21  -0.17
C -0.40 -1.45 2.94  -0.18
C 0.69 -2.24 0.89  -0.22
C -0.94 -0.35 2.35  -0.20
C 0.18 -1.10 0.23  0.19
C -0.69 -0.15 0.97  0.15
C 1.66 2.21 -1.89  0.51
C -0.49 0.44 -1.08  0.52
C -1.19 0.78 -2.35  -0.66
N 0.31 -0.69 -1.00  -0.42
N -1.10 0.77 0.15  -0.42
N 0.80 1.99 -0.92  -0.62
O 1.77 1.73 -2.98  -0.62
H 0.74 -3.27 2.74  0.22
H -0.57 -1.64 3.99  0.22
H 1.28 -2.96 0.35  0.24
H -1.54 0.37 2.90  0.23
H 2.35 3.04 -1.57  0.10
H -1.60 1.79 -2.28  0.24
H -2.01 0.08 -2.48  0.23
H -0.50 0.70 -3.18  0.27
H 0.85 2.34 0.01  0.40

Values from the calculation:
Relative energy (zero: lowest compared OMol25 entry of this formula, charge and spin) ... 56.3 kcal per mole
DFT total energy ... -587.772701 Eh
LUMO ... -2.20 eV
F_max ... 4.47 eV/Å

[6]
Formula: C9H9N3O2
Source: the Open Molecules 2025 dataset
Level of theory: the ωB97M-V functional and the def2-TZVPD basis

Each line ends with the natural charge from an NBO analysis.
Cartesian coordinates (Å):
O 3.64 1.60 1.85  -0.60
C 2.99 1.81 0.81  0.63
C 1.74 1.13 0.33  -0.39
C 1.24 1.63 -0.81  0.06
N 1.71 2.60 -1.51  -0.57
C 2.93 3.07 -1.27  0.76
O 3.66 3.61 -2.16  -0.62
N 3.40 2.77 -0.04  -0.62
H 1.10 0.32 0.81  0.25
H 0.26 1.45 -1.18  0.21
H 1.20 2.90 -2.40  0.44
H 4.18 3.40 0.09  0.45
C -1.77 -1.55 0.83  -0.17
C -1.81 -2.00 -0.49  -0.27
C -2.75 -2.97 -0.82  0.04
N -3.60 -3.51 0.05  -0.41
C -3.54 -3.08 1.31  0.04
C -2.65 -2.11 1.75  -0.26
H -1.06 -0.80 1.14  0.21
H -1.15 -1.60 -1.24  0.21
H -2.81 -3.34 -1.84  0.19
H -4.25 -3.54 2.00  0.19
H -2.65 -1.79 2.79  0.22

Values from the calculation:
Relative energy (zero: lowest compared OMol25 entry of this formula, charge and spin) ... 45.4 kcal per mole
DFT total energy ... -663.096877 Eh
LUMO ... 0.11 eV
F_max ... 6.16 eV/Å

[7]
Formula: C9H9N4O2
Source: the Open Molecules 2025 dataset
Level of theory: the ωB97M-V functional and the def2-TZVPD basis

Each line ends with the natural charge from an NBO analysis.
Cartesian coordinates (Å):
C -1.72 2.78 -1.52  -0.74
C -1.02 2.79 -0.23  0.00
N -0.12 1.98 0.23  0.11
O 0.44 2.22 1.34  -0.58
C 0.48 0.86 -0.49  0.08
N 1.60 0.38 0.20  -0.57
C 1.40 -0.85 0.65  0.40
N 2.33 -1.51 1.29  -0.51
C 1.99 -2.74 1.80  0.00
C 0.78 -3.31 1.46  -0.30
C -0.05 -2.72 0.48  -0.18
C 0.18 -1.40 0.16  -0.12
C -0.52 -0.31 -0.58  -0.02
N -1.71 -0.25 -1.15  -0.07
O -2.35 -1.37 -1.32  -0.61
H -2.57 3.39 -1.52  0.21
H -2.27 1.73 -1.65  0.30
H -1.22 3.06 -2.51  0.21
H -1.05 3.65 0.39  0.19
H 0.63 1.18 -1.65  0.18
H 2.41 0.97 0.31  0.41
H 2.67 -3.17 2.39  0.17
H 0.58 -4.21 1.85  0.19
H -0.90 -3.15 0.08  0.23

Values from the calculation:
Relative energy (zero: lowest compared OMol25 entry of this formula, charge and spin) ... 40.9 kcal per mole
DFT total energy ... -717.725265 Eh
LUMO (alpha / beta) ... 3.61 / 3.61 eV
F_max ... 5.65 eV/Å
Charge ... -1

[8]
Formula: C9H9NO2
Source: the Open Molecules 2025 dataset
Level of theory: the ωB97M-V functional and the def2-TZVPD basis

Each line ends with the natural charge from an NBO analysis.
Cartesian coordinates (Å):
C 3.00 -1.21 -1.88  -0.71
C 2.17 0.07 -1.52  0.45
O 2.72 1.11 -2.09  -0.63
C 0.71 0.21 -1.28  -0.38
C -0.14 -0.61 -0.45  0.44
O 0.29 -1.86 -0.41  -0.59
C -1.05 -0.14 0.54  0.07
C -1.84 -0.79 1.58  -0.14
C -2.68 -0.17 2.39  -0.26
C -2.86 1.12 2.11  -0.19
C -2.16 1.89 1.08  0.00
N -1.15 1.23 0.47  -0.37
H 4.19 -0.80 -1.60  0.19
H 2.79 -1.94 -1.00  0.29
H 2.89 -1.52 -2.92  0.25
H 3.30 0.66 -2.67  0.48
H 0.41 1.16 -1.44  0.22
H -1.77 -1.93 1.87  0.23
H -3.22 -0.96 3.04  0.24
H -3.61 1.56 2.93  0.22
H -2.00 2.91 1.25  0.21

Values from the calculation:
Relative energy (zero: lowest compared OMol25 entry of this formula, charge and spin) ... 142.1 kcal per mole
DFT total energy ... -553.389531 Eh
LUMO ... -0.60 eV
F_max ... 9.20 eV/Å

[9]
Formula: C9H9O6Pt
Source: the Open Molecules 2025 dataset
Level of theory: the ωB97M-V functional and the def2-TZVPD basis

Each line ends with the Mulliken spin population.
Cartesian coordinates (Å):
O -0.02 4.21 -0.97  -0.02
C 0.02 3.11 -1.29  0.19
Pt 0.10 -1.74 -2.51  1.09
C 0.82 -3.23 -1.47  0.20
O 1.22 -4.03 -0.74  0.05
C -0.92 -2.95 -3.74  0.13
O -1.58 -3.59 -4.43  0.04
C 1.53 -0.49 -1.97  0.26
O 2.45 0.15 -1.68  0.09
C -1.40 -0.56 -2.18  0.26
O -2.31 0.10 -1.91  0.10
H 0.07 1.56 -1.68  0.63
C -0.70 1.05 2.60  0.01
C 0.68 0.37 2.74  0.01
C 1.06 -0.07 1.31  0.01
O 0.11 0.48 0.37  0.64
C -1.02 1.03 1.10  0.03
H -1.46 0.49 3.14  0.00
H -0.68 2.08 2.96  0.00
H 0.63 -0.50 3.40  0.00
H 1.43 1.07 3.12  0.00
H 2.07 0.25 1.02  0.05
H 1.03 -1.17 1.23  0.08
H -1.89 0.39 0.88  0.08
H -1.23 2.03 0.69  0.05

Values from the calculation:
Multiplicity ... 5
Relative energy (zero: lowest compared OMol25 entry of this formula, charge and spin) ... 3.1 kcal per mole
DFT total energy ... -917.554202 Eh
LUMO (alpha / beta) ... -12.39 / -17.20 eV
F_max ... 8.22 eV/Å
Charge ... +3

[10]
Formula: CAlF3OS
Source: the Open Molecules 2025 dataset
Level of theory: the ωB97M-V functional and the def2-TZVPD basis

Each line ends with the natural charge from an NBO analysis.
Cartesian coordinates (Å):
Al -0.75 -0.90 -1.44  2.45
S -0.40 -0.59 1.45  1.08
O -0.79 -1.39 0.19  -1.12
C 0.62 0.60 0.90  0.65
F 1.08 1.50 1.69  -0.15
F -0.97 0.24 -2.56  -0.69
F 1.21 0.54 -0.23  -0.22

Values from the calculation:
DFT total energy ... -1052.800347 Eh
LUMO ... -13.02 eV
F_max ... 2.81 eV/Å
Charge ... +2

[11]
Formula: CBiNO5S2
Source: the Open Molecules 2025 dataset
Level of theory: the ωB97M-V functional and the def2-TZVPD basis

Each line ends with the Mulliken spin population.
Cartesian coordinates (Å):
Bi 1.26 -1.03 0.13  0.02
N 0.76 1.20 -0.06  0.12
S -0.44 0.94 1.15  0.03
O -0.03 -0.51 1.56  0.02
S 2.28 1.50 0.43  0.66
O 2.93 0.07 0.43  0.14
O -1.70 0.79 0.26  0.01
C -1.81 -0.84 -1.10  0.00
O -1.21 -1.78 -0.68  0.00
O -2.04 -0.33 -2.13  0.00

Values from the calculation:
Multiplicity ... 2
DFT total energy ... -1479.655379 Eh
LUMO (alpha / beta) ... -6.76 / -7.81 eV
F_max ... 5.76 eV/Å
Charge ... +1

[12]
Formula: CBr2Cl3P
Source: the Open Molecules 2025 dataset
Level of theory: the ωB97M-V functional and the def2-TZVPD basis

Each line ends with the natural charge from an NBO analysis.
Cartesian coordinates (Å):
C -0.69 -0.04 0.17  -0.27
P 2.39 0.17 -1.15  0.38
Cl -0.64 -1.70 0.48  0.09
Cl -0.41 0.96 1.50  0.10
Cl -1.69 0.45 -1.11  0.09
Br 2.80 1.94 0.11  -0.21
Br 2.92 -1.46 0.15  -0.18

Values from the calculation:
Relative energy (zero: lowest compared OMol25 entry of this formula, charge and spin) ... 2.8 kcal per mole
DFT total energy ... -6908.018715 Eh
LUMO (alpha / beta) ... -1.49 / -0.74 eV
F_max ... 0.84 eV/Å

[13]
Formula: CBr2O
Source: the Open Molecules 2025 dataset
Level of theory: the ωB97M-V functional and the def2-TZVPD basis

Each line ends with the natural charge from an NBO analysis.
Cartesian coordinates (Å):
O 0.97 1.00 0.27  -0.49
Br -0.24 -1.17 1.30  0.10
Br -0.85 0.02 -1.59  0.10
C 0.12 0.15 0.03  0.29

Values from the calculation:
Relative energy (zero: lowest compared OMol25 entry of this formula, charge and spin) ... 1.2 kcal per mole
DFT total energy ... -5261.366349 Eh
LUMO ... 0.00 eV
F_max ... 4.08 eV/Å

[14]
Formula: CBr3P
Source: the Open Molecules 2025 dataset
Level of theory: the ωB97M-V functional and the def2-TZVPD basis

Each line ends with the natural charge from an NBO analysis.
Cartesian coordinates (Å):
C 2.25 0.49 0.57  -0.24
P -1.78 0.21 -1.22  0.13
Br 2.23 -1.28 0.02  0.13
Br 0.54 1.19 0.48  0.17
Br -3.23 -0.61 0.15  -0.19

Values from the calculation:
Relative energy (zero: lowest compared OMol25 entry of this formula, charge and spin) ... 97.8 kcal per mole
DFT total energy ... -8101.319779 Eh
LUMO (alpha / beta) ... -1.60 / -1.64 eV
F_max ... 0.55 eV/Å

[15]
Formula: CBrF3S2
Source: the Open Molecules 2025 dataset
Level of theory: the ωB97M-V functional and the def2-TZVPD basis

Each line ends with the natural charge from an NBO analysis.
Cartesian coordinates (Å):
C -0.10 -0.68 1.23  0.86
F -0.87 -0.73 2.29  -0.30
F 0.75 0.34 1.26  -0.32
F 0.64 -1.82 1.25  -0.33
S -1.03 -0.40 -0.39  -0.02
S 1.00 0.95 -2.41  0.06
Br -0.39 2.33 -3.23  0.06

Values from the calculation:
Relative energy (zero: lowest compared OMol25 entry of this formula, charge and spin) ... 0.0 kcal per mole
DFT total energy ... -3707.989785 Eh
LUMO (alpha / beta) ... -3.93 / -3.93 eV
F_max ... 2.39 eV/Å

[16]
Formula: CBrN3O2
Source: the Open Molecules 2025 dataset
Level of theory: the ωB97M-V functional and the def2-TZVPD basis

Each line ends with the natural charge from an NBO analysis.
Cartesian coordinates (Å):
C -1.62 0.07 -0.61  0.49
N -2.53 -0.49 -0.99  -0.38
N 0.77 0.13 1.16  -0.29
N 0.63 0.05 -0.05  0.51
O -0.80 0.91 -0.30  -0.38
O 1.24 -0.20 -1.04  -0.26
Br 2.32 -0.47 1.83  0.30

Values from the calculation:
Relative energy (zero: lowest compared OMol25 entry of this formula, charge and spin) ... 19.6 kcal per mole
DFT total energy ... -2926.641371 Eh
LUMO ... -2.18 eV
F_max ... 4.68 eV/Å

[17]
Formula: CBrN3O2
Source: the Open Molecules 2025 dataset
Level of theory: the ωB97M-V functional and the def2-TZVPD basis

Each line ends with the natural charge from an NBO analysis.
Cartesian coordinates (Å):
N 2.59 -0.90 0.66  -0.35
C 1.74 -0.54 -0.01  0.51
O 0.83 -0.05 -0.74  -0.38
N -0.44 0.41 -0.03  0.54
O -0.31 1.10 0.92  -0.30
N -1.34 -0.09 -0.68  -0.30
Br -3.07 0.07 -0.12  0.29

Values from the calculation:
Relative energy (zero: lowest compared OMol25 entry of this formula, charge and spin) ... 11.1 kcal per mole
DFT total energy ... -2926.654817 Eh
LUMO ... -1.39 eV
F_max ... 1.86 eV/Å

[18]
Formula: CBrNO3
Source: the Open Molecules 2025 dataset
Level of theory: the ωB97M-V functional and the def2-TZVPD basis

Each line ends with the natural charge from an NBO analysis.
Cartesian coordinates (Å):
O -0.06 1.85 0.17  -0.42
C 0.34 0.78 0.00  0.51
Br 2.14 0.25 -0.31  0.09
N -0.60 -0.67 0.05  0.47
O -1.74 -0.51 0.42  -0.32
O -0.08 -1.69 -0.33  -0.33

Values from the calculation:
Relative energy (zero: lowest compared OMol25 entry of this formula, charge and spin) ... 45.7 kcal per mole
DFT total energy ... -2892.477149 Eh
LUMO ... -0.99 eV
F_max ... 1.58 eV/Å

[19]
Formula: CBrO3Pb
Source: the Open Molecules 2025 dataset
Level of theory: the ωB97M-V functional and the def2-TZVPD basis

Each line ends with the natural charge from an NBO analysis.
Cartesian coordinates (Å):
Pb 2.59 0.52 0.71  0.38
C -1.35 0.51 -0.32  0.50
O -0.79 0.18 0.93  -0.68
O 0.09 -2.30 -0.71  -0.32
O -0.70 -1.16 -1.03  -0.32
Br 0.16 2.25 0.41  -0.55

Values from the calculation:
DFT total energy ... -3030.327750 Eh
LUMO ... 1.46 eV
F_max ... 11.77 eV/Å
Charge ... -1

[20]
Formula: CCl2F2O
Source: the Open Molecules 2025 dataset
Level of theory: the ωB97M-V functional and the def2-TZVPD basis

Each line ends with the Mulliken spin population.
Cartesian coordinates (Å):
C 0.12 0.86 -0.85  -0.01
O 0.59 1.78 -0.36  0.00
F -1.15 0.50 -0.59  0.00
F 0.20 -0.70 1.53  0.46
Cl 0.71 -0.35 -1.82  0.00
Cl -0.47 -2.09 2.09  1.54

Values from the calculation:
Multiplicity ... 3
Relative energy (zero: lowest compared OMol25 entry of this formula, charge and spin) ... 49.1 kcal per mole
DFT total energy ... -1233.262319 Eh
LUMO (alpha / beta) ... 0.67 / -4.13 eV
F_max ... 6.63 eV/Å